1.
The following is a DFT calculation (wB97M-V/def2-TZVPD) of 12 unconnected molecules or ions with the total composition C41H71F3O31S9.

Bonds (Å) are listed after each position.
Element x y z (Å)
1 F 6.17 -1.04 -0.19  C2 1.413
2 C 6.36 -1.56 1.11  F1 1.413, C3 1.392, C7 1.358
3 C 5.37 -1.51 2.08  C2 1.392, C4 1.400, H8 1.080
4 C 5.50 -2.13 3.33  C3 1.400, C5 1.386, H9 1.080
5 C 6.69 -2.78 3.58  C4 1.386, C6 1.393, H10 1.080
6 C 7.70 -2.82 2.62  C5 1.393, C7 1.384, H11 1.080
7 C 7.54 -2.17 1.41  C2 1.358, C6 1.384, H12 1.080
8 H 4.40 -1.07 1.90  C3 1.080
9 H 4.66 -1.97 3.99  C4 1.080
10 H 6.83 -3.31 4.52  C5 1.080
11 H 8.50 -3.47 2.94  C6 1.080
12 H 8.28 -2.27 0.63  C7 1.080
13 F -3.36 -1.95 2.10  C14 1.350
14 C -4.20 -1.44 1.17  F13 1.350, C15 1.405, C19 1.382
15 C -4.75 -2.35 0.25  C14 1.405, C16 1.415, H20 1.080
16 C -5.66 -1.83 -0.70  C15 1.415, C17 1.411, H21 1.080
17 C -5.89 -0.44 -0.77  C16 1.411, C18 1.421, H22 1.080
18 C -5.23 0.42 0.15  C17 1.421, C19 1.392, H23 1.080
19 C -4.36 -0.07 1.12  C14 1.382, C18 1.392, H24 1.080
20 H -4.53 -3.41 0.24  C15 1.080
21 H -6.10 -2.51 -1.41  C16 1.080
22 H -6.58 -0.06 -1.51  C17 1.080
23 H -5.30 1.50 0.10  C18 1.080
24 H -3.88 0.52 1.89  C19 1.080
25 F 0.32 -0.55 7.32  C26 1.329
26 C -0.59 -0.20 6.42  F25 1.329, C27 1.351, C31 1.421
27 C -1.85 0.13 6.79  C26 1.351, C28 1.397, H32 1.080
28 C -2.76 0.57 5.82  C27 1.397, C29 1.395, H33 1.080
29 C -2.34 0.73 4.50  C28 1.395, C30 1.407, H34 1.080
30 C -0.99 0.52 4.16  C29 1.407, C31 1.397, H35 1.080
31 C -0.14 -0.10 5.08  C26 1.421, C30 1.397, H36 1.080
32 H -2.18 0.03 7.81  C27 1.080
33 H -3.78 0.76 6.11  C28 1.080
34 H -3.07 1.20 3.85  C29 1.080
35 H -0.61 0.68 3.16  C30 1.080
36 H 0.89 -0.35 4.85  C31 1.080
37 C 0.29 4.15 3.61  C38 1.501, O43 1.464, H44 1.090, H45 1.090
38 C -0.70 4.51 4.67  C37 1.501, O39 1.420, H46 1.090, H47 1.090
39 O -1.99 4.71 4.12  C38 1.420, S40 1.684
40 S -1.96 4.58 2.44  O39 1.684, O41 1.493, O42 1.463, O43 1.661
41 O -1.61 5.94 1.93  S40 1.493
42 O -3.08 3.78 1.96  S40 1.463
43 O -0.56 3.69 2.51  C37 1.464, S40 1.661
44 H 1.00 3.40 3.96  C37 1.090
45 H 0.85 5.02 3.27  C37 1.090
46 H -0.31 5.45 5.07  C38 1.090
47 H -0.82 3.81 5.50  C38 1.090
48 C -1.23 -4.05 -1.34  C49 1.541, O54 1.407, H55 1.090, H56 1.090
49 C -1.15 -5.39 -0.59  C48 1.541, O50 1.417, H57 1.090, H58 1.090
50 O -1.91 -6.27 -1.39  C49 1.417, S51 1.687
51 S -3.09 -5.55 -2.35  O50 1.687, O52 1.496, O53 1.439, O54 1.642
52 O -4.33 -5.34 -1.55  S51 1.496
53 O -3.13 -5.98 -3.73  S51 1.439
54 O -2.19 -4.18 -2.36  C48 1.407, S51 1.642
55 H -0.26 -3.95 -1.84  C48 1.090
56 H -1.26 -3.21 -0.65  C48 1.090
57 H -1.73 -5.25 0.33  C49 1.090
58 H -0.17 -5.85 -0.41  C49 1.090
59 C 4.93 -3.10 -2.53  C60 1.587, O65 1.423, H66 1.090, H67 1.090
60 C 4.24 -3.45 -1.14  C59 1.587, O61 1.379, H68 1.090, H69 1.090
61 O 3.55 -2.29 -0.87  C60 1.379, S62 1.672
62 S 2.85 -1.66 -2.25  O61 1.672, O63 1.501, O64 1.468, O65 1.689
63 O 2.86 -0.16 -2.25  S62 1.501
64 O 1.58 -2.35 -2.52  S62 1.468
65 O 4.00 -2.33 -3.28  C59 1.423, S62 1.689
66 H 5.18 -4.05 -3.00  C59 1.090
67 H 5.80 -2.45 -2.43  C59 1.090
68 H 4.99 -3.57 -0.35  C60 1.090
69 H 3.48 -4.23 -1.10  C60 1.090
70 C -3.79 6.30 -2.20  C71 1.515, O76 1.377, H77 1.090, H78 1.090
71 C -2.88 6.05 -1.01  C70 1.515, O72 1.377, H79 1.090, H80 1.090
72 O -2.91 4.68 -0.85  C71 1.377, S73 1.672
73 S -4.45 4.07 -1.10  O72 1.672, O74 1.455, O75 1.502, O76 1.676
74 O -5.25 4.07 0.11  S73 1.455
75 O -4.31 2.83 -1.93  S73 1.502
76 O -4.83 5.41 -2.03  C70 1.377, S73 1.676
77 H -3.23 5.95 -3.06  C70 1.090
78 H -4.21 7.30 -2.30  C70 1.090
79 H -3.15 6.63 -0.13  C71 1.090
80 H -1.82 6.16 -1.23  C71 1.090
81 O 1.94 -2.45 2.89  S82 1.441
82 S 0.98 -3.47 2.54  O81 1.441, O83 1.513, O84 1.638, C87 1.863
83 O 1.17 -4.33 1.30  S82 1.513
84 O 0.86 -4.44 3.85  S82 1.638, C85 1.370
85 C 1.02 -3.90 5.10  O84 1.370, C86 1.557, H88 1.090, H89 1.090
86 C 0.60 -5.08 6.02  C85 1.557, H90 1.090, H91 1.090, H92 1.090
87 C -0.71 -2.71 2.41  S82 1.863, H93 1.090, H94 1.090, H95 1.090
88 H 0.32 -3.10 5.34  C85 1.090
89 H 2.06 -3.63 5.28  C85 1.090
90 H -0.38 -5.45 5.71  C86 1.090
91 H 0.63 -4.78 7.07  C86 1.090
92 H 1.22 -5.97 5.93  C86 1.090
93 H -1.33 -3.58 2.20  C87 1.090
94 H -0.75 -1.94 1.63  C87 1.090
95 H -1.04 -2.26 3.34  C87 1.090
96 O 3.99 6.37 -0.57  S97 1.466
97 S 3.14 5.46 0.20  O96 1.466, O98 1.432, O99 1.648, C102 1.828
98 O 3.46 4.06 0.20  S97 1.432
99 O 3.24 5.97 1.77  S97 1.648, C100 1.401
100 C 4.46 5.75 2.42  O99 1.401, C101 1.575, H103 1.090, H104 1.090
101 C 4.39 6.41 3.84  C100 1.575, H105 1.090, H106 1.090, H107 1.090
102 C 1.39 5.89 -0.06  S97 1.828, H108 1.090, H109 1.090, H110 1.090
103 H 5.31 6.09 1.82  C100 1.090
104 H 4.57 4.67 2.58  C100 1.090
105 H 4.41 7.49 3.72  C101 1.090
106 H 5.33 6.25 4.36  C101 1.090
107 H 3.56 6.07 4.46  C101 1.090
108 H 1.29 6.02 -1.14  C102 1.090
109 H 1.08 6.78 0.49  C102 1.090
110 H 0.94 4.94 0.21  C102 1.090
111 O 0.07 0.65 -1.72  S112 1.436
112 S -0.67 0.34 -0.53  O111 1.436, O113 1.499, O114 1.677, C117 1.811
113 O -1.44 -0.94 -0.37  S112 1.499
114 O 0.32 0.54 0.82  S112 1.677, C115 1.417
115 C 1.50 1.31 0.71  O114 1.417, C116 1.583, H118 1.090, H119 1.090
116 C 2.38 1.28 2.03  C115 1.583, H120 1.090, H121 1.090, H122 1.090
117 C -1.79 1.71 -0.17  S112 1.811, H123 1.090, H124 1.090, H125 1.090
118 H 1.23 2.33 0.45  C115 1.090
119 H 2.09 1.02 -0.15  C115 1.090
120 H 3.07 2.11 2.15  C116 1.090
121 H 2.84 0.33 2.28  C116 1.090
122 H 1.66 1.35 2.84  C116 1.090
123 H -1.36 2.57 -0.67  C117 1.090
124 H -1.74 1.84 0.91  C117 1.090
125 H -2.74 1.37 -0.58  C117 1.090
126 O -5.38 0.34 -6.90  S127 1.457
127 S -4.09 -0.34 -6.95  O126 1.457, O128 1.449, O129 1.680, C132 1.929
128 O -3.18 -0.07 -8.04  S127 1.449
129 O -3.36 -0.02 -5.48  S127 1.680, C130 1.428
130 C -4.05 -0.36 -4.28  O129 1.428, C131 1.512, H133 1.090, H134 1.090
131 C -3.45 -1.57 -3.59  C130 1.512, H135 1.090, H136 1.090, H137 1.090
132 C -4.31 -2.25 -6.75  S127 1.929, H138 1.090, H139 1.090, H140 1.090
133 H -5.13 -0.32 -4.40  C130 1.090
134 H -4.04 0.46 -3.56  C130 1.090
135 H -3.38 -2.49 -4.17  C131 1.090
136 H -4.04 -1.85 -2.71  C131 1.090
137 H -2.50 -1.38 -3.09  C131 1.090
138 H -4.62 -2.69 -7.70  C132 1.090
139 H -5.18 -2.38 -6.11  C132 1.090
140 H -3.42 -2.69 -6.32  C132 1.090
141 O -0.30 -1.02 -7.64  S142 1.453
142 S -0.05 -1.74 -6.41  O141 1.453, O143 1.456, O144 1.669, C147 1.865
143 O -0.87 -2.89 -6.03  S142 1.456
144 O 1.52 -2.29 -6.50  S142 1.669, C145 1.388
145 C 2.38 -1.41 -7.14  O144 1.388, C146 1.526, H148 1.090, H149 1.090
146 C 3.77 -1.98 -6.83  C145 1.526, H150 1.090, H151 1.090, H152 1.090
147 C 0.00 -0.50 -5.02  S142 1.865, H153 1.090, H154 1.090, H155 1.090
148 H 2.22 -0.39 -6.81  C145 1.090
149 H 2.23 -1.47 -8.22  C145 1.090
150 H 4.59 -1.30 -7.08  C146 1.090
151 H 3.82 -2.92 -7.38  C146 1.090
152 H 3.88 -2.17 -5.77  C146 1.090
153 H 0.31 -1.04 -4.13  C147 1.090
154 H -0.98 -0.04 -4.85  C147 1.090
155 H 0.72 0.30 -5.21  C147 1.090

Output
- frontier orbital gap (eV) = 8.97
- SMILES string = CCOS(C)(=O)=O.CCOS(C)(=O)=O.CCOS(C)(=O)=O.CCOS(C)(=O)=O.CCOS(C)(=O)=O.O=S1(=O)OCCO1.O=S1(=O)OCCO1.O=S1(=O)OCCO1.O=S1(=O)OCCO1.Fc1ccccc1.Fc1ccccc1.Fc1ccccc1

***

2.
The following is a DFT calculation (wB97M-V/def2-TZVPD) of C25H29N3O6S in the gas phase.

Bonds (Å) are listed after each position.
Element x y z (Å)
1 C -0.56 5.78 -1.07  C2 1.525, H62 1.088, H63 1.087, H64 1.089
2 C -0.64 4.30 -0.72  C1 1.525, C3 1.529, H60 1.089, H61 1.088
3 C -0.10 3.45 -1.88  C2 1.529, H4 1.094, C5 1.535, H59 1.093
4 H 0.96 3.70 -2.03  C3 1.094
5 C -0.22 1.93 -1.79  C3 1.535, N6 1.465, H43 1.100, C44 1.547
6 N 0.76 1.32 -0.88  C5 1.465, C7 1.345, C28 1.421
7 C 1.37 0.19 -1.26  N6 1.345, O8 1.221, C9 1.535
8 O 1.18 -0.35 -2.34  C7 1.221
9 C 2.42 -0.38 -0.30  C7 1.535, N10 1.444, H26 1.092, H27 1.100
10 N 1.84 -0.67 0.98  C9 1.444, S11 1.669, H25 1.008
11 S 0.53 -1.72 0.97  N10 1.669, O12 1.424, O13 1.432, C14 1.786
12 O -0.31 -1.30 -0.09  S11 1.424
13 O 0.04 -1.75 2.32  S11 1.432
14 C 1.22 -3.31 0.54  S11 1.786, C15 1.381, C19 1.382
15 C 1.64 -4.17 1.53  C14 1.381, C16 1.385, H24 1.079
16 C 2.19 -5.39 1.18  C15 1.385, C17 1.387, H23 1.079
17 C 2.31 -5.73 -0.16  C16 1.387, C18 1.386, H22 1.080
18 C 1.88 -4.85 -1.15  C17 1.386, C19 1.386, H21 1.079
19 C 1.33 -3.63 -0.80  C14 1.382, C18 1.386, H20 1.079
20 H 0.97 -2.93 -1.54  C19 1.079
21 H 1.98 -5.12 -2.19  C18 1.079
22 H 2.74 -6.68 -0.44  C17 1.080
23 H 2.52 -6.08 1.94  C16 1.079
24 H 1.52 -3.87 2.57  C15 1.079
25 H 2.49 -0.88 1.72  N10 1.008
26 H 3.22 0.36 -0.16  C9 1.092
27 H 2.85 -1.27 -0.78  C9 1.100
28 C 0.99 1.89 0.40  N6 1.421, C29 1.384, C33 1.407
29 C 2.15 2.62 0.62  C28 1.384, C30 1.385, H42 1.081
30 C 2.40 3.17 1.87  C29 1.385, C31 1.382, H41 1.079
31 C 1.50 2.97 2.90  C30 1.382, C32 1.384, H40 1.080
32 C 0.34 2.24 2.68  C31 1.384, C33 1.393, H39 1.078
33 C 0.06 1.70 1.43  C28 1.407, C32 1.393, O34 1.341
34 O -1.05 1.01 1.11  C33 1.341, C35 1.409
35 C -2.01 0.75 2.11  O34 1.409, H36 1.095, H37 1.087, H38 1.094
36 H -2.41 1.68 2.52  C35 1.095
37 H -2.80 0.20 1.60  C35 1.087
38 H -1.59 0.13 2.90  C35 1.094
39 H -0.35 2.10 3.50  C32 1.078
40 H 1.69 3.38 3.88  C31 1.080
41 H 3.30 3.74 2.04  C30 1.079
42 H 2.84 2.78 -0.19  C29 1.081
43 H 0.05 1.53 -2.78  C5 1.100
44 C -1.66 1.42 -1.54  C5 1.547, O45 1.213, N46 1.345
45 O -2.59 2.13 -1.18  C44 1.213
46 N -1.81 0.14 -1.91  C44 1.345, H47 1.010, C48 1.453
47 H -0.99 -0.42 -2.07  N46 1.010
48 C -3.06 -0.58 -1.71  N46 1.453, C49 1.492, H57 1.093, H58 1.097
49 C -2.83 -1.85 -0.95  C48 1.492, C50 1.365, O53 1.346
50 C -2.35 -3.06 -1.36  C49 1.365, C51 1.415, H56 1.071
51 C -2.25 -3.85 -0.19  C50 1.415, C52 1.360, H55 1.071
52 C -2.68 -3.07 0.83  C51 1.360, O53 1.340, H54 1.072
53 O -3.04 -1.86 0.38  C49 1.346, C52 1.340
54 H -2.77 -3.24 1.88  C52 1.072
55 H -1.90 -4.86 -0.13  C51 1.071
56 H -2.10 -3.35 -2.36  C50 1.071
57 H -3.73 0.08 -1.17  C48 1.093
58 H -3.49 -0.82 -2.69  C48 1.097
59 H -0.64 3.75 -2.78  C3 1.093
60 H -0.07 4.11 0.19  C2 1.089
61 H -1.68 4.02 -0.54  C2 1.088
62 H -1.15 6.00 -1.95  C1 1.088
63 H -0.94 6.38 -0.24  C1 1.087
64 H 0.47 6.07 -1.26  C1 1.089

Output
- frontier orbital gap (eV) = 8.62
- SMILES string = CCC[C@H](C(=O)NCc1ccco1)N(C(=O)CNS(=O)(=O)c1ccccc1)c1ccccc1OC
- relative energy (zero: lowest compared OMol25 entry of this formula, charge and spin) (kcal/mol) = 46.7

***

3.
The following is a DFT calculation (wB97M-V/def2-TZVPD) of 2 unconnected molecules or ions with the total composition C2H9NO.

Bonds (Å) are listed after each position.
Element x y z (Å)
1 C 1.20 -0.70 0.61  H3 1.088, H4 1.097, H5 1.093, O10 1.408
2 N -2.16 -0.94 -0.01  H6 1.016, H7 1.012, H8 1.012
3 H 1.15 -1.78 0.51  C1 1.088
4 H 0.58 -0.40 1.47  C1 1.097
5 H 2.23 -0.38 0.81  C1 1.093
6 H -1.28 -0.84 -0.50  N2 1.016
7 H -2.91 -0.67 -0.64  N2 1.012
8 H -2.16 -0.28 0.76  N2 1.012
9 C 0.68 1.25 -0.60  O10 1.405, H11 1.096, H12 1.096, H13 1.087
10 O 0.72 -0.15 -0.59  C1 1.408, C9 1.405
11 H 1.67 1.71 -0.74  C9 1.096
12 H 0.25 1.64 0.33  C9 1.096
13 H 0.03 1.55 -1.42  C9 1.087

Output
- frontier orbital gap (eV) = 10.69
- SMILES string = COC.N
- relative energy (zero: lowest compared OMol25 entry of this formula, charge and spin) (kcal/mol) = 15.1

***

4.
The following is a DFT calculation (wB97M-V/def2-TZVPD) of 2 unconnected molecules or ions with the total composition C5H11N4.

Bonds (Å) are listed after each position.
Element x y z (Å)
1 C -1.40 -1.56 -0.38  C3 1.484, N6 1.332, H10 1.080
2 C 0.72 -0.77 0.60  C5 1.364, N6 1.383, H11 1.048
3 C -2.87 -1.74 -0.22  C1 1.484, H12 1.155, H13 1.085, H14 1.063
4 C 2.66 0.54 -0.16  C5 1.479, H15 1.123, H16 1.009, H17 1.011
5 C 1.35 -0.09 -0.40  C2 1.364, C4 1.479, H18 1.021
6 N -0.59 -1.23 0.61  C1 1.332, C2 1.383, H19 1.039
7 N 0.87 3.20 0.45  N9 1.169, H20 1.018
8 N -0.65 1.61 0.06  N9 1.093
9 N 0.02 2.47 0.13  N7 1.169, N8 1.093
10 H -1.04 -1.37 -1.38  C1 1.080
11 H 1.24 -0.74 1.50  C2 1.048
12 H -3.35 -2.52 -0.93  C3 1.155
13 H -3.09 -0.75 -0.59  C3 1.085
14 H -3.30 -2.04 0.71  C3 1.063
15 H 2.37 1.61 0.07  C4 1.123
16 H 3.05 0.28 0.74  C4 1.009
17 H 3.15 0.48 -1.04  C4 1.011
18 H 0.94 0.04 -1.33  C5 1.021
19 H -0.99 -1.57 1.51  N6 1.039
20 H 0.91 4.14 0.05  N7 1.018

Output
- expectation value of S² = 2.006
- spin multiplicity = 3
- frontier orbital gap (spin up / spin down) (eV) = 7.71 / 7.05
- total charge = +1
- relative energy (zero: lowest compared OMol25 entry of this formula, charge and spin) (kcal/mol) = 76.0

***

5.
The following is a DFT calculation (wB97M-V/def2-TZVPD) of C20H27FN4O4 in the gas phase.

Bonds (Å) are listed after each position.
Element x y z (Å)
1 C -2.28 2.50 0.76  C2 1.524, H30 1.091, H31 1.091, H32 1.089
2 C -1.89 1.71 -0.48  C1 1.524, N3 1.460, H33 1.089, H34 1.092
3 N -1.30 0.40 -0.22  C2 1.460, C4 1.452, C17 1.370
4 C 0.14 0.28 -0.24  N3 1.452, C5 1.529, H35 1.090, H36 1.096
5 C 0.85 0.96 0.93  C4 1.529, C6 1.522, N7 1.454, H37 1.091
6 C 0.40 0.43 2.28  C5 1.522, H38 1.090, H39 1.091, H40 1.090
7 N 2.28 0.78 0.73  C5 1.454, C8 1.356, H41 1.006
8 C 3.17 1.70 1.18  N7 1.356, O9 1.220, C10 1.489
9 O 2.84 2.75 1.71  C8 1.220
10 C 4.60 1.32 0.99  C8 1.489, C11 1.383, N15 1.345
11 C 5.18 0.10 0.69  C10 1.383, C12 1.399, H42 1.075
12 C 6.55 0.39 0.66  C11 1.399, O13 1.348, N14 1.322
13 O 7.54 -0.49 0.41  C12 1.348, H43 0.964
14 N 6.80 1.66 0.92  C12 1.322, N15 1.344
15 N 5.59 2.22 1.12  C10 1.345, N14 1.344, C16 1.452
16 C 5.52 3.63 1.44  N15 1.452, H44 1.086, H45 1.087, H46 1.086
17 C -2.03 -0.71 0.13  N3 1.370, O18 1.216, C19 1.539
18 O -1.50 -1.73 0.54  C17 1.216
19 C -3.55 -0.64 -0.04  C17 1.539, C20 1.533, O28 1.405, H47 1.099
20 C -3.91 -0.84 -1.52  C19 1.533, C21 1.510, H48 1.093, H49 1.092
21 C -3.16 -1.95 -2.22  C20 1.510, C22 1.389, C27 1.394
22 C -2.39 -1.65 -3.34  C21 1.389, C23 1.389, H50 1.085
23 C -1.68 -2.63 -4.02  C22 1.389, C24 1.376, H51 1.082
24 C -1.75 -3.92 -3.55  C23 1.376, F25 1.352, C26 1.380
25 F -1.06 -4.89 -4.19  C24 1.352
26 C -2.50 -4.26 -2.44  C24 1.380, C27 1.384, H52 1.081
27 C -3.21 -3.27 -1.78  C21 1.394, C26 1.384, H53 1.081
28 O -4.19 -1.64 0.72  C19 1.405, C29 1.414
29 C -4.07 -1.43 2.11  O28 1.414, H54 1.088, H55 1.093, H56 1.098
30 H -2.77 3.43 0.48  C1 1.091
31 H -2.97 1.93 1.39  C1 1.091
32 H -1.41 2.75 1.37  C1 1.089
33 H -2.76 1.60 -1.13  C2 1.089
34 H -1.16 2.27 -1.06  C2 1.092
35 H 0.37 -0.79 -0.24  C4 1.090
36 H 0.52 0.71 -1.18  C4 1.096
37 H 0.67 2.04 0.89  C5 1.091
38 H -0.67 0.58 2.42  C6 1.090
39 H 0.59 -0.65 2.35  C6 1.091
40 H 0.93 0.94 3.08  C6 1.090
41 H 2.61 -0.06 0.29  N7 1.006
42 H 4.71 -0.86 0.53  C11 1.075
43 H 8.37 -0.02 0.47  O13 0.964
44 H 4.81 4.14 0.79  C16 1.086
45 H 5.20 3.78 2.47  C16 1.087
46 H 6.52 4.03 1.29  C16 1.086
47 H -3.93 0.34 0.28  C19 1.099
48 H -4.99 -1.03 -1.55  C20 1.093
49 H -3.73 0.09 -2.05  C20 1.092
50 H -2.34 -0.63 -3.70  C22 1.085
51 H -1.08 -2.41 -4.89  C23 1.082
52 H -2.53 -5.29 -2.10  C26 1.081
53 H -3.78 -3.51 -0.90  C27 1.081
54 H -4.66 -2.20 2.60  C29 1.088
55 H -3.03 -1.51 2.44  C29 1.093
56 H -4.47 -0.45 2.40  C29 1.098

Output
- frontier orbital gap (eV) = 9.39
- SMILES string = CCN(C[C@@H](C)NC(=O)c1cc(O)nn1C)C(=O)[C@@H](Cc1ccc(F)cc1)OC
- relative energy (zero: lowest compared OMol25 entry of this formula, charge and spin) (kcal/mol) = 8.5